Molecular formula: C4H5NO2
Method: DFT, ωB97M-V/def2-TZVPD

Computed properties:
Molecular weight (g/mol): 99.1
ΔE to the lowest compared entry with this formula, charge and spin (kcal per mole): 91.7
F_max (eV Å⁻¹): 0.9
HOMO energy (alpha / beta) (eV): -8.54 / -8.03
Calculated total energy (eV): -9810.3376

Last columns: bonded neighbours and bond lengths (Å).
Geometry (Å):
1 O -1.895 2.244 0.807  C2 1.203
2 C -0.859 1.686 0.557  O1 1.203, C3 1.530, H8 1.103
3 C -0.717 0.180 0.790  C2 1.530, O4 1.197, N5 1.449
4 O -1.392 -0.442 1.558  C3 1.197
5 N 0.293 -0.462 -0.027  C3 1.449, C6 1.381, C7 1.319
6 C 0.647 0.182 -1.197  N5 1.381, H9 1.084, H10 1.084
7 C 0.565 -1.741 0.141  N5 1.319, H11 1.081, H12 1.081
8 H 0.049 2.226 0.239  C2 1.103
9 H 1.227 1.097 -1.149  C6 1.084
10 H 0.754 -0.480 -2.049  C6 1.084
11 H -0.143 -2.379 0.652  C7 1.081
12 H 1.470 -2.110 -0.323  C7 1.081